Record 1
The following is a DFT calculation (ωB97M-V/def2-TZVPD) of a structure of composition C26H43O7P2Pt.

<S²>   6.047
Multiplicity   5
Total charge   +1
ΔE to the lowest compared entry with this formula, charge and spin   33.3 kJ/mol

Each line ends with the Löwdin charge.
Positions of all 79 atoms, in Å:
Pt (0.542, -0.669, 0.333)  1.247
C (0.512, 1.827, 0.670)  -0.016
C (-0.525, 1.880, -0.283)  -0.058
C (-1.641, 1.114, 0.276)  -0.049
C (-1.117, 0.466, 1.454)  -0.071
C (0.166, 0.973, 1.773)  -0.299
C (0.848, 0.938, 3.125)  -0.555
C (2.312, 0.517, 2.990)  -0.039
C (0.777, 2.363, 3.695)  -0.020
C (0.121, -0.027, 4.058)  -0.035
C (-3.114, 1.069, -0.079)  -0.513
C (-3.695, 2.475, 0.182)  -0.014
C (-3.882, 0.127, 0.853)  -0.047
C (-3.369, 0.593, -1.513)  -0.021
C (-0.326, 2.573, -1.629)  -0.503
C (0.937, 3.443, -1.576)  -0.046
C (-1.461, 3.511, -2.054)  -0.038
C (-0.125, 1.490, -2.703)  -0.008
H (1.467, 2.314, 0.567)  0.118
H (-1.687, -0.180, 2.099)  0.120
H (2.865, 1.188, 2.331)  0.075
H (2.403, -0.500, 2.601)  0.079
H (2.794, 0.547, 3.967)  0.099
H (1.380, 3.060, 3.113)  0.090
H (1.158, 2.365, 4.717)  0.097
H (-0.248, 2.733, 3.718)  0.097
H (0.063, -1.033, 3.639)  0.067
H (-0.892, 0.312, 4.277)  0.096
H (0.658, -0.084, 5.005)  0.098
H (-3.666, 2.701, 1.248)  0.096
H (-4.740, 2.484, -0.131)  0.102
H (-3.179, 3.269, -0.342)  0.054
H (-3.806, 0.426, 1.899)  0.094
H (-3.555, -0.899, 0.752)  0.055
H (-4.938, 0.174, 0.584)  0.100
H (-3.018, 1.280, -2.277)  0.056
H (-4.446, 0.482, -1.649)  0.098
H (-2.908, -0.380, -1.686)  0.083
H (0.875, 4.200, -0.794)  0.101
H (1.048, 3.958, -2.530)  0.099
H (1.838, 2.854, -1.423)  0.050
H (-1.596, 4.323, -1.338)  0.096
H (-2.414, 3.018, -2.201)  0.057
H (-1.180, 3.959, -3.007)  0.098
H (0.631, 0.764, -2.401)  0.063
H (0.218, 1.962, -3.625)  0.100
H (-1.044, 0.951, -2.921)  0.077
C (-0.638, -5.280, 1.776)  -0.045
C (-0.281, -3.905, 1.218)  -0.597
O (-0.033, -2.966, 2.271)  -0.088
P (-1.636, -3.207, 0.237)  0.482
O (-2.944, -3.130, 1.116)  -0.069
O (-1.952, -4.277, -0.857)  -0.089
O (-1.278, -1.848, -0.279)  -0.329
P (1.105, -3.977, 0.011)  0.348
O (2.317, -4.608, 0.836)  -0.091
O (0.651, -4.846, -1.107)  -0.268
O (1.478, -2.525, -0.256)  -0.423
H (-1.483, -5.204, 2.461)  0.091
H (0.211, -5.671, 2.339)  0.092
H (-0.873, -5.991, 0.986)  0.092
H (0.762, -3.254, 2.744)  0.110
H (-3.436, -3.955, 1.181)  0.111
H (-1.093, -4.617, -1.247)  0.075
H (2.523, -5.503, 0.555)  0.095
C (3.004, -0.086, -0.414)  -0.013
C (3.149, 0.114, -1.799)  -0.304
C (3.631, 1.356, -2.297)  -0.058
C (3.731, 1.592, -3.646)  -0.067
C (3.358, 0.600, -4.556)  -0.053
C (2.912, -0.640, -4.099)  -0.061
C (2.816, -0.893, -2.750)  -0.028
H (3.291, 0.724, 0.244)  0.051
H (3.067, -1.095, -0.023)  0.052
H (3.959, 2.108, -1.588)  0.116
H (4.111, 2.538, -4.005)  0.113
H (3.429, 0.791, -5.618)  0.110
H (2.642, -1.410, -4.808)  0.113
H (2.459, -1.845, -2.389)  0.100

Atomic forces in eV per Å
Pt -0.2 -0.3 -0.3
C 0.1 -0.3 -0.2
C -0.2 0.1 -0.1
C 0.1 -0.1 0.1
C -0.2 0.0 0.0
C 0.1 0.2 0.2
C -0.1 -0.1 -0.1
C 0.1 0.0 0.0
C 0.0 0.0 0.1
C 0.0 0.0 0.1
C 0.2 0.1 0.1
C -0.1 0.0 0.0
C 0.0 0.1 0.0
C -0.1 -0.1 -0.1
C 0.0 0.0 0.2
C 0.0 0.0 0.0
C 0.0 0.1 0.0
C 0.0 0.0 0.0
H 0.0 0.1 0.0
H 0.0 0.0 0.0
H 0.0 0.0 0.0
H 0.0 0.0 0.0
H 0.0 0.0 0.0
H 0.0 0.0 0.0
H 0.0 0.0 0.0
H 0.0 0.0 0.0
H 0.0 0.1 0.0
H 0.0 0.0 0.0
H 0.0 0.0 0.0
H 0.0 0.0 0.0
H 0.0 0.0 0.0
H 0.0 0.0 0.0
H 0.0 0.0 0.0
H 0.0 -0.2 0.0
H 0.0 0.0 0.0
H 0.0 0.0 0.0
H 0.0 0.0 0.0
H 0.0 0.0 0.0
H 0.0 0.0 0.0
H 0.0 0.0 0.0
H 0.0 0.0 0.0
H 0.0 0.0 0.0
H 0.0 0.0 0.0
H 0.0 0.0 0.0
H 0.0 0.0 0.0
H 0.0 0.0 0.0
H 0.0 0.0 0.0
C 0.1 0.0 0.0
C 0.0 -0.1 0.3
O 0.1 -0.1 0.0
P 0.0 0.0 -0.3
O 0.1 0.1 0.0
O 0.1 0.0 0.0
O -0.2 0.1 0.1
P -0.1 0.1 -0.1
O 0.0 0.3 0.1
O 0.0 0.1 0.0
O 0.0 0.0 0.2
H 0.0 0.0 0.0
H 0.0 0.0 0.0
H 0.0 0.0 0.0
H -0.1 0.0 0.0
H -0.1 -0.2 0.0
H 0.0 0.0 0.0
H 0.1 -0.3 -0.1
C 0.6 0.1 -0.2
C 0.0 0.0 0.0
C 0.0 0.0 0.0
C 0.0 -0.1 0.0
C 0.0 0.0 0.0
C 0.0 0.0 0.0
C 0.0 0.1 0.1
H 0.0 0.0 0.0
H -0.2 0.0 0.1
H 0.0 0.0 0.0
H 0.0 0.0 0.0
H 0.0 0.0 0.0
H 0.0 0.0 0.0
H 0.0 -0.1 0.0

***

Record 2
The following is a DFT calculation (ωB97M-V/def2-TZVPD) of the molecule C4H6N2S2.

ΔE to the lowest compared entry with this formula, charge and spin   117.1 kJ/mol
SMILES   N#C[C@@H](S)CNC=S

Each line ends with the Löwdin charge.
Positions of all 14 atoms, in Å:
C (0.237, -0.435, 1.211)  -0.679
C (0.619, 0.483, -0.047)  -0.225
C (-0.967, 0.548, -1.973)  -0.707
C (-0.665, -1.534, 0.795)  -0.273
H (2.196, 0.111, 2.323)  -0.100
H (-0.321, 0.167, 1.940)  0.103
H (1.178, -0.222, -0.716)  0.090
H (1.347, 1.258, 0.230)  0.115
H (-1.090, 1.721, -0.294)  0.149
H (-1.916, 1.032, -2.318)  0.071
N (-0.536, 0.999, -0.771)  -0.077
N (-1.430, -2.376, 0.551)  0.173
S (1.668, -1.122, 2.025)  0.781
S (-0.320, -0.629, -2.955)  0.580

Atomic forces in eV per Å
C -0.9 1.2 -1.2
C 0.4 -1.9 -0.3
C -0.4 -0.5 -0.8
C -1.0 -0.9 -0.1
H -0.2 -0.8 -0.1
H 0.0 -0.1 -0.2
H -0.6 0.8 0.3
H -0.5 0.0 0.2
H 0.4 -0.6 -0.5
H 0.9 -0.2 0.5
N 0.0 0.3 0.5
N 1.3 1.3 0.3
S 0.9 0.5 0.4
S -0.2 0.9 1.0

***

Record 3
The following is a DFT calculation (ωB97M-V/def2-TZVPD) of the molecule C2H3NOS2.

ΔE to the lowest compared entry with this formula, charge and spin   130.1 kJ/mol
SMILES   NC(=O)C(=S)S

Each line ends with the Löwdin charge.
Positions of all 9 atoms, in Å:
C (0.824, -0.391, -0.131)  -0.604
C (-0.753, -0.117, -0.222)  -1.042
H (0.636, 1.398, 0.032)  -0.016
H (2.532, 0.866, 0.035)  0.172
H (-2.909, -0.961, 0.296)  -0.092
N (1.480, 0.742, -0.098)  0.105
O (1.263, -1.562, 0.122)  -0.033
S (-1.712, -1.446, -0.062)  0.875
S (-1.362, 1.471, 0.027)  0.636

Atomic forces in eV per Å
C 0.9 -4.9 1.5
C 0.1 3.3 1.5
H 2.4 1.0 -0.3
H -2.6 -0.4 -0.1
H 0.2 0.7 -0.2
N 0.1 1.4 -0.1
O -1.7 3.4 -1.5
S -0.2 -2.6 -0.2
S 0.8 -2.0 -0.7

***

Record 4
The following is a DFT calculation (ωB97M-V/def2-TZVPD) of a structure of composition C20H25IrN2O2S2.

<S²>   0.767
Multiplicity   2
Total charge   +1
ΔE to the lowest compared entry with this formula, charge and spin   61.2 kJ/mol

Each line ends with the Löwdin charge.
Positions of all 52 atoms, in Å:
Ir (1.161, -0.742, -0.585)  0.962
S (3.419, -1.115, -0.973)  0.804
C (4.079, -1.085, 0.588)  -0.672
C (5.482, -1.312, 0.735)  -0.240
N (6.611, -1.490, 0.848)  0.228
C (3.294, -0.834, 1.705)  -0.634
S (1.614, -0.532, 1.589)  0.846
C (3.845, -0.799, 3.019)  -0.236
N (4.272, -0.780, 4.086)  0.236
C (1.680, 3.532, -1.003)  -0.128
C (1.306, 3.146, -2.439)  -0.114
C (0.865, 1.690, -2.342)  -0.120
O (1.495, 1.204, -1.104)  -0.429
C (2.268, 2.261, -0.434)  -0.139
H (0.798, 3.824, -0.439)  0.102
H (2.399, 4.348, -0.969)  0.133
H (2.165, 3.236, -3.103)  0.125
H (0.506, 3.770, -2.831)  0.130
H (1.249, 1.076, -3.157)  0.132
H (-0.208, 1.552, -2.224)  0.097
H (3.309, 2.115, -0.723)  0.132
H (2.139, 2.126, 0.637)  0.109
C (-1.192, 2.369, 0.752)  -0.048
C (-2.495, 1.633, 0.457)  -0.357
C (-2.906, 1.762, -1.010)  -0.043
C (-2.443, 0.199, 0.932)  -0.131
C (-3.251, -0.170, 2.001)  -0.017
C (-3.300, -1.469, 2.473)  -0.056
C (-2.555, -2.442, 1.836)  -0.026
C (-1.739, -2.129, 0.755)  -0.153
C (-1.068, -3.271, 0.029)  -0.357
C (0.441, -3.244, 0.074)  -0.059
C (-1.578, -3.449, -1.404)  -0.035
C (-1.644, -0.791, 0.327)  -0.271
O (-0.800, -0.453, -0.700)  -0.282
H (-1.291, 3.429, 0.504)  0.088
H (-0.388, 1.943, 0.156)  0.039
H (-0.919, 2.294, 1.806)  0.095
H (-3.276, 2.114, 1.051)  0.133
H (-2.161, 1.320, -1.671)  0.051
H (-3.031, 2.813, -1.276)  0.086
H (-3.854, 1.256, -1.195)  0.092
H (-3.862, 0.592, 2.472)  0.120
H (-3.931, -1.723, 3.313)  0.113
H (-2.623, -3.472, 2.165)  0.119
H (-1.331, -4.175, 0.588)  0.146
H (0.814, -2.427, -0.646)  -0.027
H (0.899, -4.089, -0.444)  0.118
H (0.879, -3.125, 1.059)  0.077
H (-1.311, -2.597, -2.029)  0.075
H (-2.664, -3.533, -1.407)  0.097
H (-1.168, -4.356, -1.852)  0.089

Atomic forces in eV per Å
Ir -0.6 0.0 -0.2
S 0.0 -0.1 0.4
C 0.0 0.0 -0.2
C 0.1 0.0 0.0
N 0.0 0.0 0.0
C -0.3 0.1 0.0
S 0.4 0.0 -0.1
C 0.1 -0.1 0.1
N 0.0 0.0 0.0
C 0.0 0.0 0.0
C 0.0 -0.1 0.0
C 0.1 0.1 0.1
O -0.3 0.1 0.0
C 0.1 -0.2 -0.2
H 0.0 0.0 0.0
H 0.0 0.0 0.0
H 0.0 0.0 0.0
H 0.0 0.0 0.0
H -0.1 0.0 0.0
H 0.0 0.0 0.0
H 0.0 0.0 0.1
H 0.0 0.0 0.0
C 0.0 0.1 0.0
C 0.0 0.0 0.0
C 0.0 0.0 0.0
C 0.1 -0.1 -0.2
C 0.0 0.0 0.0
C 0.0 0.0 0.0
C 0.0 0.0 0.0
C 0.0 0.2 0.0
C -0.1 -0.1 -0.1
C 0.1 0.2 0.3
C 0.0 0.0 0.0
C -0.2 -0.3 0.1
O 0.6 0.3 0.3
H 0.0 0.0 0.0
H 0.0 0.0 0.0
H 0.0 0.0 0.0
H 0.0 0.0 0.0
H -0.1 0.0 0.0
H 0.0 0.0 0.0
H 0.0 0.0 0.0
H 0.0 0.0 0.0
H 0.0 0.0 0.0
H 0.0 0.0 0.0
H 0.0 0.0 0.0
H 0.2 -0.3 -0.4
H 0.1 0.0 0.0
H 0.0 0.0 0.0
H 0.0 0.0 0.0
H 0.0 0.0 0.0
H 0.0 0.0 0.0

***

Record 5
The following is a DFT calculation (ωB97M-V/def2-TZVPD) of a structure of composition C10H14BClN6Zr.

Total charge   +2
ΔE to the lowest compared entry with this formula, charge and spin   0.0 kJ/mol

Each line ends with the Löwdin charge.
Positions of all 33 atoms, in Å:
H (2.587, -1.570, 1.148)  0.131
N (1.909, -0.865, -0.707)  0.037
B (0.996, -0.512, -2.997)  -0.432
N (1.926, -1.276, -2.004)  0.034
C (2.570, -2.448, -2.038)  0.023
Zr (-0.400, 1.273, -0.178)  1.389
H (2.745, -2.932, -2.986)  0.155
C (2.966, -2.780, -0.746)  0.025
H (3.525, -3.648, -0.458)  0.126
C (2.550, -1.746, 0.084)  -0.003
H (1.245, -0.850, -4.111)  0.137
C (-2.143, 2.537, 0.045)  -0.263
H (-2.346, 2.873, 1.071)  0.030
H (-3.026, 1.987, -0.321)  0.016
H (-1.963, 3.419, -0.597)  0.021
N (1.201, 1.023, -2.777)  0.020
N (-0.491, -0.783, -2.647)  -0.006
N (0.910, 1.714, -1.583)  -0.232
N (-1.032, -0.314, -1.457)  -0.140
C (1.603, 1.897, -3.697)  0.026
C (-1.444, -1.412, -3.348)  0.014
H (1.839, 1.549, -4.697)  0.161
H (-1.223, -1.846, -4.317)  0.155
C (1.677, 3.164, -3.121)  0.023
C (-2.634, -1.386, -2.613)  0.013
C (1.293, 3.031, -1.795)  -0.041
C (-2.345, -0.707, -1.432)  -0.072
H (2.015, 4.056, -3.615)  0.130
H (-3.588, -1.798, -2.898)  0.126
H (1.248, 3.740, -0.985)  0.137
H (-2.978, -0.462, -0.588)  0.129
H (1.736, 0.111, -0.491)  0.070
Cl (0.219, 0.269, 1.875)  0.059

Atomic forces in eV per Å
H 0.3 -0.1 -0.1
N 0.3 -0.4 0.1
B -0.2 -0.2 0.2
N -0.2 0.7 0.4
C -0.1 0.5 0.2
Zr -3.3 -1.5 3.4
H -0.1 -0.2 0.1
C 0.2 0.1 0.3
H 0.0 -0.2 0.1
C -0.3 -0.3 -0.8
H -0.1 0.2 0.0
C 0.4 0.2 -0.2
H 0.1 0.0 -0.2
H 0.2 0.3 0.0
H -0.3 -0.1 0.1
N -0.3 0.6 0.2
N -0.5 0.2 0.5
N 3.2 1.0 -3.4
N -0.4 -0.6 -0.7
C 0.0 -0.3 0.8
C 0.0 0.2 0.7
H 0.0 0.2 0.2
H -0.1 0.1 0.2
C 0.2 0.5 0.6
C 0.0 0.1 0.4
C -0.3 -1.0 -1.4
C 0.7 -0.2 -1.1
H 0.0 0.2 0.0
H 0.1 0.0 0.0
H 0.0 0.3 0.0
H 0.0 -0.1 -0.1
H 0.5 -0.5 -0.1
Cl 0.0 0.5 -0.6

***

Record 6
The following is a DFT calculation (ωB97M-V/def2-TZVPD) of the ion C7H13O with charge -1.

Total charge   -1
ΔE to the lowest compared entry with this formula, charge and spin   54.3 kJ/mol
SMILES   C=CCCCCC[O-]

Each line ends with the Löwdin charge.
Positions of all 21 atoms, in Å:
C (1.424, -1.993, -2.415)  -0.582
O (2.192, -1.546, -3.409)  -0.377
C (0.320, -0.929, -1.972)  -0.221
C (-0.108, -1.021, -0.506)  -0.241
C (-0.564, 0.344, 0.082)  -0.227
C (-0.247, 0.516, 1.565)  -0.229
C (-0.322, 1.975, 1.950)  -0.201
C (-1.108, 2.489, 2.877)  -0.029
H (1.987, -2.215, -1.462)  0.066
H (0.868, -2.937, -2.667)  0.067
H (0.858, -0.005, -2.201)  0.087
H (-0.546, -1.121, -2.618)  0.091
H (0.701, -1.415, 0.118)  0.085
H (-0.916, -1.764, -0.470)  0.100
H (-0.160, 1.151, -0.539)  0.099
H (-1.639, 0.405, -0.131)  0.106
H (-0.900, -0.099, 2.193)  0.110
H (0.760, 0.120, 1.725)  0.107
H (0.353, 2.554, 1.330)  0.100
H (-1.138, 3.564, 3.067)  0.041
H (-1.814, 1.924, 3.483)  0.049

Atomic forces in eV per Å
C -0.2 0.4 0.1
O 0.0 0.0 -0.1
C 0.7 -1.0 0.0
C -0.1 0.4 -0.2
C -0.6 -0.9 -0.8
C -0.3 0.3 0.0
C 0.3 -1.2 -0.2
C -0.4 0.9 0.3
H 0.0 -0.1 0.0
H 0.0 -0.1 0.2
H -0.5 0.2 0.0
H 0.1 0.6 -0.1
H 0.2 0.0 -0.1
H 0.0 0.1 0.4
H 0.4 -0.1 0.3
H -0.1 0.2 0.4
H -0.1 0.1 -0.1
H 0.1 0.2 0.0
H -0.1 0.5 0.2
H 0.1 -0.2 -0.1
H 0.3 -0.3 -0.2